# 1
ORCA calculation (ωB97M-V/def2-TZVPD) on a molecular structure, C35H35IN6O7SiTi.

Each line ends with the Mulliken spin population.
CARTESIAN COORDINATES (ANGSTROEM)
C: -1.68788 -3.47487 -0.13200  0.0050
C: 3.29438 -0.86092 3.37580  -0.0049
H: -4.77308 -2.09291 -0.24394  0.0001
O: 1.01909 2.81898 -2.39603  0.4108
Ti: -0.28247 -0.59369 -0.87437  0.1610
H: 4.11955 -1.50621 3.08842  0.0061
H: 0.30106 -2.42721 -2.87127  0.0010
H: -3.67222 -6.23559 -0.01213  0.0000
C: -4.54408 0.95608 1.69420  0.0002
C: 4.77552 1.47429 -1.55290  -0.0667
N: 1.16384 1.69029 -1.90707  0.2892
H: 2.47309 2.34728 1.40936  -0.0044
O: 3.27446 -2.70877 0.03531  0.2037
H: -1.11414 5.56771 0.31666  -0.0005
C: 2.15060 0.48490 5.00848  0.0009
C: 0.34974 2.59671 1.16166  -0.0064
H: 0.13461 -4.18732 -1.83952  0.0011
H: -1.42178 -2.14248 -3.07361  0.0002
H: -3.66510 -0.98789 1.93103  0.0000
C: 1.17505 0.79635 4.06783  0.0002
N: -0.30281 -3.05542 -0.12468  -0.0015
H: -4.06760 2.96837 -0.98025  0.0001
H: 1.54912 -3.49173 -0.99110  -0.0077
C: -2.65665 -2.46041 -0.19373  0.0026
H: -4.24313 0.44671 -3.26713  0.0001
C: -3.39884 -5.18745 -0.05846  0.0002
H: 1.22886 -2.61048 1.23566  0.0063
N: 5.92854 2.35975 -1.76273  -0.0015
O: 5.71080 3.49950 -2.11568  -0.0153
C: 1.67467 3.04561 1.17209  0.0115
I: -0.00314 -0.43396 -4.52545  0.0019
C: 3.21368 -0.34905 4.66464  -0.0005
H: -1.58261 2.06134 -3.45489  -0.0020
C: 0.57516 -3.96677 -0.86935  0.0090
H: 3.97369 -0.59471 5.39879  -0.0002
C: -3.25412 0.05518 -2.97859  0.0009
O: 5.44388 -2.24828 -0.21185  0.2149
H: -5.02819 0.93542 2.66431  0.0001
H: -5.42075 -4.45989 -0.12601  0.0000
H: 0.13945 -3.90774 1.77421  0.0015
H: 3.35077 2.95966 -2.20674  0.0332
C: 0.19140 -2.93676 1.26421  -0.0075
C: 2.00185 4.36663 0.87639  0.0021
C: -4.00685 -2.85587 -0.18269  0.0005
C: -3.99493 2.09190 -0.34675  0.0019
C: -0.47789 -1.67418 -2.79503  0.0017
C: -4.36852 -4.19384 -0.11701  0.0000
C: -2.05992 -4.80696 -0.06513  -0.0009
H: 3.04361 4.67547 0.86714  0.0009
C: 3.50932 1.96539 -1.82972  0.2889
N: 4.21218 -1.90950 -0.31759  0.1903
C: 2.30963 -0.54315 2.43984  -0.0146
C: 2.55703 -0.17966 -1.07650  0.1873
C: -3.78311 -0.12750 1.28271  0.0002
H: -0.40941 -2.21424 1.81335  -0.0024
N: -2.58917 0.94372 -2.03217  -0.0082
C: 3.90247 -0.65245 -0.82993  -0.0445
C: -0.64048 3.53812 0.84816  -0.0010
C: -4.63831 2.08177 0.88562  0.0003
H: -1.74150 2.84935 -1.89066  0.0003
H: -2.63622 -0.03796 -3.87425  0.0004
C: -3.11165 -0.12516 0.06119  0.0058
C: 1.00099 5.28145 0.57231  -0.0003
H: 2.39802 -0.95047 1.43688  0.0227
H: -3.15278 2.76143 -2.99263  0.0009
O: 0.04339 1.01044 -1.60964  -0.0157
H: -5.19983 2.95239 1.20985  0.0000
Si: -0.11555 0.75751 1.46252  0.0083
H: -1.68234 3.22180 0.83109  -0.0011
H: 0.72502 -4.90635 -0.32501  0.0000
H: 5.98164 -0.15423 -0.87249  0.0327
H: 1.25313 6.30980 0.33361  0.0001
C: 1.22538 0.28975 2.76071  -0.0057
N: -2.23009 -1.15918 -0.33245  0.0004
C: 2.41939 1.13097 -1.59426  -0.0810
H: 2.09024 0.89651 6.01134  0.0000
O: 7.04275 1.93671 -1.55250  -0.0051
H: -1.27917 0.98013 2.38721  -0.0001
C: -3.24976 0.99351 -0.77450  0.0017
C: -2.26249 2.22799 -2.61958  0.0083
O: 1.47808 -0.93554 -0.81726  -0.0192
C: 4.98862 0.20556 -1.07809  0.2024
H: 0.35421 1.45398 4.34525  0.0002
C: -0.32592 4.86221 0.56268  -0.0006
H: -3.38025 -0.93209 -2.54055  -0.0005
H: -1.29323 -5.56974 -0.01464  0.0000

Summary:
<S²>: 2.066
net charge: -2
spin multiplicity: 3
E_HOMO (alpha / beta): -0.0264 / -0.0764 Ha

***

# 2
ORCA calculation (ωB97M-V/def2-TZVPD) on a molecular structure, C35H35N2O8P2Ti.

Each line ends with the Mulliken spin population.
CARTESIAN COORDINATES (ANGSTROEM)
H: -4.06324 -6.59838 1.15143  0.0000
H: 3.28646 -3.31454 -0.91303  0.0005
H: 4.97145 5.00193 0.44941  0.0000
O: -1.34690 2.45512 4.36632  0.0002
C: 1.00278 -3.79360 -3.35298  0.0050
H: 0.91296 -4.16037 -4.36853  -0.0012
H: -1.86746 -0.76767 -4.13876  -0.0107
H: 2.69063 1.18955 -2.49082  -0.0079
C: 0.12834 1.48907 -1.79653  0.2585
H: -4.15208 -5.98703 -1.25046  0.0000
O: -3.01224 3.09632 0.08645  0.0044
H: 4.69089 5.25512 2.90298  0.0000
C: -0.55870 0.95976 -4.05122  0.4824
H: 3.11649 3.76447 4.10382  0.0001
H: -5.32123 2.19862 3.43266  0.0001
C: 4.12616 4.50585 2.36274  0.0009
H: -2.74045 3.95504 3.70804  0.0001
H: 5.22233 -1.63269 0.66623  0.0002
C: 4.27965 4.36666 0.98840  -0.0007
H: 0.33341 2.92280 -0.20924  -0.0022
H: 5.83626 -1.60213 -1.73545  0.0004
O: -5.26320 2.16918 0.75804  0.0004
H: -4.00970 2.05522 4.65934  0.0000
H: 3.70798 3.29365 -0.76346  -0.0004
C: -2.84623 -4.30657 -1.02700  0.0022
H: 4.53882 -0.19714 -3.30782  0.0005
C: 0.22126 1.69903 -3.14758  -0.2371
C: 1.87353 1.52659 0.15825  0.0082
H: 1.28849 -2.41804 0.23401  0.0010
C: 2.90646 0.58235 -0.44449  -0.0175
O: -0.79568 2.27720 1.82481  -0.0006
C: -1.34057 -0.07113 -3.49631  -0.2139
O: 1.07313 0.74069 1.05602  -0.0071
N: -0.79310 0.61102 -1.24994  0.0965
H: -2.70106 -5.22951 2.70190  0.0001
C: 0.97031 2.28868 -0.84027  0.0542
O: -0.87231 -1.58461 0.47755  0.0163
H: 1.59106 2.97018 -1.42289  0.0262
H: -2.54563 4.11791 2.04322  0.0005
C: -3.55544 -5.40275 -0.56034  -0.0003
H: 0.61332 1.39340 1.64791  0.0094
P: -1.57523 1.74987 3.07147  -0.0039
H: 3.11141 -4.18506 -3.22189  -0.0002
H: 1.84785 2.07634 2.90439  -0.0009
C: -1.26401 -2.31596 -0.64596  -0.0262
H: 3.35260 -0.24738 1.47799  0.0008
C: -2.74244 -4.97898 1.64879  -0.0012
O: -3.14666 0.61695 0.61116  0.0065
C: -3.30528 2.29136 2.63717  -0.0004
C: -2.15452 -1.42395 -1.55528  0.0500
H: -1.45984 -3.26491 1.85695  -0.0003
H: -2.21156 2.75098 -0.33368  0.0257
C: -0.02737 -2.81640 -1.39511  -0.0051
C: -2.07641 -3.52905 -0.16438  -0.0021
C: 3.24826 0.58637 -1.78990  0.0135
C: 5.01747 -0.99197 -1.37463  0.0000
C: -2.03561 -3.88069 1.18081  0.0010
Ti: -1.09015 0.25494 0.75245  1.1101
C: 2.52179 2.70953 2.34408  0.0042
O: -1.50544 0.23607 2.92413  0.0022
C: 2.65589 2.57274 0.96694  -0.0066
P: -3.81681 1.93926 0.90211  -0.0005
H: -2.56320 -2.00463 -2.38244  0.0241
H: -0.49541 1.11818 -5.11764  0.0539
C: -3.50622 -5.74570 0.78273  0.0006
C: -0.11605 -3.30758 -2.69608  0.0210
C: 4.67159 -1.00969 -0.02805  0.0010
N: -3.17429 3.79212 2.78839  0.0006
C: 3.55417 3.40992 0.30256  0.0009
C: -1.42789 -0.24903 -2.14392  0.2561
C: 1.21178 -2.81935 -0.76727  0.0049
H: -4.07756 4.25714 2.69192  0.0000
C: -4.32651 1.80047 3.64559  -0.0007
C: 4.29532 -0.20227 -2.25284  0.0037
C: 3.24851 3.67201 3.03332  -0.0004
C: 2.33061 -3.31954 -1.41894  0.0012
H: -4.37959 0.71385 3.57768  0.0001
C: 3.62192 -0.23600 0.42958  -0.0027
H: 0.92764 2.44016 -3.50672  -0.0157
C: 2.23319 -3.80636 -2.71278  -0.0003
H: -3.00223 -1.10547 -0.94172  0.0146
H: -1.06663 -3.30242 -3.21300  0.0022
H: -2.90003 -4.06512 -2.08041  -0.0003

Summary:
<S²>: 2.023
net charge: -1
spin multiplicity: 3
E_HOMO (alpha / beta): -0.0791 / -0.2199 Ha

***

# 3
ORCA calculation (ωB97M-V/def2-TZVPD) on a molecular structure, C35H35N6O6Si2Ta.

Each line ends with the Mulliken charge.
CARTESIAN COORDINATES (ANGSTROEM)
C: 0.58098 1.24461 2.69886  0.6907
C: 2.19937 -1.82387 4.10269  -1.1472
C: 0.24124 2.89349 1.13798  -0.3116
N: 1.56766 1.03568 -1.23542  1.4474
C: -1.53211 -1.17180 -2.37393  -0.5305
C: 1.12847 -4.43174 0.80947  -1.0957
C: 1.55506 2.51088 -3.25131  -0.5049
N: -1.02291 1.40846 -0.86281  0.4552
H: -2.62265 4.07927 0.73322  0.3286
H: 3.41416 -0.16912 0.94130  0.2209
H: -2.28900 2.71785 -2.93626  0.2649
N: 1.05944 -2.39628 -0.43494  0.5033
N: 0.86350 -0.94087 1.79399  1.3239
H: 1.17661 -4.91551 1.77423  0.5769
O: 3.42819 -3.43236 5.26272  -0.7037
H: -1.14632 3.83782 -4.79651  0.4531
H: 0.21444 3.15665 0.09183  0.4059
O: -0.25897 -0.81487 -2.10624  -0.6375
C: 0.35389 2.11886 3.74719  -0.9443
C: 0.04404 3.84022 2.12215  -0.8724
O: -2.04863 -1.09689 -3.44720  -0.6414
Si: 3.30566 0.66672 -1.40784  0.1109
H: 0.85136 -5.02697 -2.50194  0.4846
H: -1.54720 -1.70619 2.06426  0.3901
C: -2.84400 1.24730 1.44936  -0.9009
H: 2.62176 -0.50714 -3.45730  0.2419
H: -3.65244 0.74348 -2.33622  0.2844
C: 2.01861 -2.65575 3.01250  -1.1751
H: -4.79849 1.82040 -1.53726  0.5187
O: 3.43634 -1.27423 5.99859  -0.7054
C: -3.28476 -2.59038 1.17965  -1.0730
H: -1.94144 0.79340 1.86296  -0.0286
H: 0.90331 -2.55463 -2.48180  0.5939
C: 0.91628 1.85595 -2.19992  0.6287
C: 0.99910 -5.16618 -0.35527  -0.7874
H: -0.11667 4.14812 4.24451  0.4518
H: -3.66833 -2.96425 2.11959  0.5023
O: -5.88755 -4.28314 -0.00443  -0.6785
H: 1.84737 0.12549 4.85037  0.6658
N: -1.57360 -1.41570 0.01388  0.6436
Si: -2.67464 1.85264 -0.31986  0.8093
H: 1.32597 3.74817 -4.97808  0.4260
C: 0.96433 -3.11566 -1.56325  -0.3422
C: 0.82010 3.24108 -4.16756  -1.1126
C: -5.48974 -3.12752 0.03747  -0.1121
H: -2.00858 4.19452 -0.92247  0.3662
C: -2.23483 -1.66915 -1.14441  0.7431
H: -3.91001 -2.47096 -2.15020  0.5275
C: -2.76150 3.72156 -0.28895  -1.4222
C: 0.06895 3.43812 3.44926  -0.8812
N: 0.48207 1.60660 1.42230  0.4946
H: 4.26357 -0.97219 -2.96854  0.4063
C: -2.10095 -1.90105 1.15506  -0.3375
C: 3.73922 -0.52234 -0.04302  -1.0131
H: 5.39101 1.91858 -1.42635  0.3673
O: -6.05837 -2.01378 0.11451  -0.6343
H: 3.98338 0.55773 -3.79868  0.3898
H: 4.05286 3.04833 -1.65500  0.3771
C: -1.20883 2.67346 -3.00797  -0.5422
C: -0.47576 1.98535 -2.04217  0.9230
H: 4.39004 2.39020 -0.05001  0.3138
H: -4.45956 0.23777 -0.84704  0.3042
H: -3.64333 0.50631 1.52415  0.3941
C: -4.01426 -2.77045 0.00053  0.7665
C: 0.93886 -4.49604 -1.56506  -1.1313
H: 0.94724 -6.24620 -0.31619  0.4790
H: 2.62880 2.44342 -3.36412  0.2866
Ta: 0.20141 -0.09909 -0.29680  0.5145
C: -3.42108 -2.33315 -1.19493  -0.4935
H: 0.40151 1.77037 4.76844  0.5407
C: 1.17133 -3.05175 0.72249  0.5783
H: -0.14213 4.86821 1.84560  0.5478
C: 3.56980 -0.13322 -3.06186  -1.0778
H: 3.35297 -1.52827 -0.20257  0.1898
C: -4.00469 1.08874 -1.36187  -1.3451
C: 1.02434 -0.14269 2.87641  0.0189
C: -0.56516 3.30158 -4.05843  -1.0530
H: 2.44884 -3.64759 3.06023  0.7517
C: 1.67098 -0.54471 4.01950  -0.9112
C: 1.35037 -2.19782 1.89971  0.6174
C: 4.36857 2.15387 -1.11641  -1.2147
H: -3.73896 4.07263 -0.62918  0.4228
H: 4.82982 -0.59951 -0.00364  0.6294
H: -3.10770 2.08448 2.10056  0.5284
C: 3.14200 -2.22737 5.26371  0.4602

Summary:
E_HOMO: -0.3080 Ha

***

no.,molecular weight (g/mol)
1,854.56
2,721.49
3,872.82